(1)
Density functional theory data (wB97M-V/def2-TZVPD) for C4H9NO4S2 as an isolated structure in a non-equilibrium geometry.

Geometry as XYZ:
```
20
Properties=species:S:1:pos:R:3
C 0.716 -2.215 -0.431
C 1.697 -1.318 0.220
C -0.325 -1.332 0.265
C 0.725 -0.273 0.475
N -3.120 2.454 -0.230
O 1.814 0.749 -1.859
O -0.487 1.434 -1.272
O -3.722 1.090 1.767
O 1.519 2.062 0.125
S 0.800 0.974 -0.865
S -4.160 1.924 0.682
H 0.725 -2.174 -1.451
H 0.610 -3.223 -0.046
H 2.028 -1.763 1.232
H 2.569 -0.944 -0.250
H -1.169 -0.927 -0.278
H -0.488 -1.833 1.180
H 0.786 0.256 1.376
H -2.176 2.094 -0.383
H 1.661 2.963 -0.258
```

As for the spin multiplicity: 1. The value obtained for the highest occupied orbital energy is -10.89 eV. The value obtained for the strongest force on any atom is 5.0 eV/A.

Mulliken atomic charge list, values in e, 8 entries: number 1, C, carries -0.6585; number 2, C, carries -0.6206; number 3, C, carries -0.6493; number 4, C, carries -0.2148; number 5, N, carries -0.3610; number 6, O, carries -0.5948; number 7, O, carries -0.6745; number 8, O, carries -0.4486


(2)
Density functional theory data (wB97M-V/def2-TZVPD) for C37H47As3ClF3NO4PbS as an isolated structure in a non-equilibrium geometry.

Geometry as XYZ:
```
98
Properties=species:S:1:pos:R:3
Pb -0.883 0.272 -0.838
C 0.451 6.106 -1.531
C -0.633 6.602 -0.562
C -1.062 8.005 -1.010
C -0.048 6.715 0.854
C -1.806 5.625 -0.521
C -3.127 6.090 -0.437
C -4.204 5.234 -0.333
C -3.962 3.870 -0.340
S -5.094 2.559 -0.246
C -3.781 1.433 -0.354
N -2.598 1.981 -0.455
C -2.659 3.366 -0.444
C -1.585 4.253 -0.519
C -3.992 -0.010 -0.305
C -5.278 -0.524 -0.122
C -5.481 -1.888 -0.046
C -4.395 -2.745 -0.136
C -3.119 -2.230 -0.326
C -2.878 -0.865 -0.427
H 1.207 6.881 -1.663
H 0.020 5.882 -2.507
H 0.956 5.211 -1.163
H -0.178 8.633 -1.125
H -1.705 8.485 -0.272
H -1.580 7.971 -1.969
H 0.818 7.380 0.853
H 0.262 5.737 1.220
H -0.790 7.113 1.547
H -3.328 7.151 -0.451
H -5.212 5.620 -0.256
H -0.584 3.845 -0.594
H -6.122 0.149 -0.024
H -6.478 -2.284 0.093
H -4.544 -3.814 -0.056
H -2.292 -2.926 -0.395
C 5.093 0.894 1.675
As 3.622 0.020 0.762
C 3.520 0.645 -1.061
C 4.347 -1.790 0.797
C 3.889 -3.054 0.028
C 4.941 -4.091 0.459
C 2.507 -3.563 0.472
As 0.863 -2.499 0.027
C -0.067 -3.122 1.651
C 0.060 -3.782 -1.220
C 3.913 -2.830 -1.502
As 4.409 -4.389 -2.674
C 4.690 -3.294 -4.276
C 2.641 -5.054 -3.219
H 5.975 0.261 1.595
H 4.859 1.027 2.731
H 5.304 1.861 1.228
H 4.539 0.512 -1.431
H 3.231 1.687 -1.104
H 2.825 0.024 -1.620
H 4.389 -2.023 1.865
H 5.370 -1.569 0.471
H 5.023 -4.152 1.546
H 5.920 -3.834 0.051
H 4.676 -5.078 0.083
H 2.515 -3.713 1.555
H 2.336 -4.535 0.003
H -0.113 -4.211 1.644
H -1.081 -2.726 1.701
H 0.474 -2.808 2.542
H -0.381 -4.620 -0.682
H 0.828 -4.150 -1.893
H -0.699 -3.296 -1.828
H 4.681 -2.087 -1.743
H 2.950 -2.441 -1.843
H 5.572 -2.664 -4.160
H 3.821 -2.670 -4.484
H 4.859 -3.950 -5.130
H 2.125 -5.568 -2.409
H 2.804 -5.780 -4.016
H 2.018 -4.250 -3.612
Cl 1.195 2.531 7.172
C 1.531 1.850 5.628
C 1.342 0.489 5.411
C 1.640 -0.070 4.187
C 2.107 0.704 3.126
O 2.293 -0.001 1.966
C 2.259 2.095 3.338
C 2.647 3.024 2.296
O 2.792 2.733 1.124
C 1.980 2.641 4.598
H 0.964 -0.133 6.210
H 1.496 -1.130 4.025
H 2.801 4.064 2.616
H 2.112 3.706 4.747
F 1.007 -1.684 -5.419
C 0.093 -0.739 -5.149
F -1.014 -1.035 -5.829
F 0.576 0.426 -5.612
C -0.166 -0.631 -3.620
O -1.059 0.180 -3.282
O 0.553 -1.316 -2.879
```

Its net charge is +1. As for the spin multiplicity: 1. The value obtained for the highest occupied orbital energy is -10.57 eV. The value obtained for the strongest force on any atom is 1.2 eV/A.

Mulliken atomic charge list, values in e, 8 entries: number 1, Pb, carries 1.0218; number 2, C, carries -1.6973; number 3, C, carries 2.3479; number 4, C, carries -2.1317; number 5, C, carries -1.5199; number 6, C, carries 0.5260; number 7, C, carries -0.3193; number 8, C, carries -1.3458


Gap between HOMO and LUMO for the records above, in order: 10.8, 7.3 eV
Energy above the lowest of the compared OMol25 structures with the same formula, charge and spin for the records above, in order: 243.2, 108.9 kJ/mol